No. 1
11
Properties=species:S:1:pos:R:3:forces:R:3 method="wB97M-V/def2-TZVPD" spin_multiplicity=3 homo_lumo_gap_ev="8.2 / 7.5" homo_energy_ev="-7.57 / -9.52" e_above_lowest_kcal_mol=60.26
C 2.276646 -0.064181 0.527793 1.8646 -2.4481 1.3684
C 1.787021 1.102561 0.175308 2.0056 6.9137 -1.7821
C -0.363670 -0.350124 -0.019037 -0.2360 1.3312 -0.9090
C -1.879130 -0.389019 -0.254295 -0.1350 -0.1672 -0.1214
N 1.641906 -1.129139 0.684600 0.8323 -0.2714 1.1223
N 0.303909 -1.053117 0.797075 -1.9681 -1.4029 -0.7863
S 0.544516 0.952983 -1.003796 -1.5390 -0.3863 0.8856
H 2.458030 2.209757 0.172331 -2.1601 -3.6026 -0.1120
H -2.187884 0.519802 -0.844551 0.2040 -0.8598 0.9291
H -2.505464 -0.535564 0.685527 1.0332 0.3536 -1.1441
H -2.075876 -1.263961 -0.920954 0.0983 0.5398 0.5495



No. 2
12
Properties=species:S:1:pos:R:3:forces:R:3 method="wB97M-V/def2-TZVPD" homo_lumo_gap_ev=8.9 homo_energy_ev=-9.22 e_above_lowest_kcal_mol=83.54
S -2.607219 -0.946326 0.006786 -2.3357 2.3783 1.3116
C -1.127656 -0.015929 -0.201226 3.4130 0.3096 0.3773
C -0.765049 1.364862 -0.175302 -1.3769 2.5040 -0.2404
N 0.462635 1.865594 0.079102 -1.8472 0.1997 -1.1162
N 1.507024 1.102234 0.076968 0.7069 1.8818 0.6546
C 1.359731 -0.145293 -0.129759 0.8065 -2.7400 -0.1146
S 3.163399 -0.807300 -0.018341 -2.7801 -2.3944 0.1790
C 0.082636 -0.777279 -0.240213 0.1895 2.9748 0.5887
H -3.619922 0.057567 0.778514 2.6497 -2.0151 -1.8704
H -1.433466 2.299776 -0.385204 0.5013 -2.3450 0.7788
H 2.882672 -2.228386 0.244775 0.3919 2.3655 -0.5541
H 0.095213 -1.769525 -0.036102 -0.3190 -3.1193 0.0057